Formula: C14H40BrN3O3
Source: OMol25
Level of theory: ωB97M-V/def2-TZVPD

Energy: -95806.946 eV
Lowest unoccupied orbital energy: -4.65 eV
HOMO energy: -13.59 eV
2S+1: 1
Charge: +2
HOMO-LUMO gap: 8.9 eV

Structure (XYZ):
```
61
Properties=species:S:1:pos:R:3:forces:R:3
Br -1.241 0.290 1.372 0.1 -0.3 -0.3
C -4.317 -4.474 2.520 0.4 0.8 -0.3
C -3.418 -3.273 2.813 -0.2 0.3 0.0
C -2.271 -3.575 3.769 0.0 -0.6 1.1
O -1.193 -2.680 3.695 -0.1 0.3 0.1
C 0.056 -3.294 3.463 0.1 -0.4 -1.2
N -2.876 -2.675 1.547 0.6 0.2 -0.4
H -3.580 -2.616 0.809 0.0 -0.1 0.1
H -2.505 -1.714 1.703 0.1 0.3 0.1
H -2.052 -3.152 1.169 -0.3 -0.3 0.1
H -5.189 -4.117 1.970 -0.1 -0.2 0.0
H -4.655 -4.913 3.453 0.1 -0.2 0.0
H -3.765 -5.180 1.900 -0.1 -0.3 0.2
H -4.020 -2.450 3.203 0.0 -0.1 0.2
H -1.899 -4.605 3.725 -0.2 -0.1 -0.6
H -2.702 -3.530 4.775 -0.1 0.1 0.0
H 0.331 -4.128 4.113 -0.3 0.3 0.5
H 0.827 -2.531 3.476 -0.1 0.1 0.2
H 0.043 -3.733 2.450 0.2 0.0 0.0
C 3.115 0.837 -1.069 0.1 0.6 0.0
N 2.793 -0.614 -1.050 1.4 0.4 -1.3
C 1.386 -0.895 -1.485 -0.1 1.3 1.5
C 3.648 -1.236 -2.152 -0.6 -0.2 0.3
C 3.141 -1.286 0.257 -1.1 -1.0 -0.5
C 2.332 -0.883 1.473 0.1 0.4 0.5
O 2.518 0.498 1.728 -0.2 0.2 -0.1
H 2.535 1.339 -0.305 0.2 0.0 0.1
H 2.935 1.307 -2.036 -0.4 -0.4 -0.2
H 4.189 0.938 -0.917 -0.1 0.0 0.5
H 0.718 -0.431 -0.751 0.0 -0.4 0.2
H 1.279 -1.972 -1.507 -0.3 0.0 -0.4
H 1.187 -0.328 -2.391 0.3 -0.6 -0.4
H 4.717 -1.127 -1.997 -0.1 0.3 0.2
H 3.292 -0.737 -3.047 0.4 -0.2 -0.3
H 3.411 -2.297 -2.192 0.0 0.0 -0.1
H 4.201 -1.274 0.497 0.1 0.5 -0.5
H 2.884 -2.297 -0.077 0.2 -0.4 1.0
H 2.768 -1.431 2.316 -0.1 -0.3 -0.1
H 1.268 -1.119 1.425 0.0 -0.1 -0.3
H 1.696 0.862 2.089 0.0 -0.2 0.0
C -0.245 3.218 -0.440 -0.6 -0.2 0.3
N -0.989 3.261 -1.739 0.1 0.8 -0.3
C -1.864 2.046 -1.856 0.0 0.3 0.1
C -1.909 4.440 -1.743 -0.9 0.1 0.9
C -0.139 3.382 -3.002 0.2 -0.3 0.5
C 0.877 4.535 -2.960 -0.9 -0.3 0.2
O 1.910 4.150 -2.081 0.5 -0.3 0.0
H -0.983 3.227 0.362 -0.1 -0.2 -0.1
H 0.382 4.088 -0.277 0.3 -0.1 -0.5
H 0.245 2.252 -0.398 0.4 0.2 0.1
H -1.298 1.128 -1.738 0.2 0.1 0.0
H -2.347 2.099 -2.829 -0.1 -0.1 0.1
H -2.583 2.101 -1.045 -0.1 -0.1 0.0
H -2.632 4.290 -0.938 -0.1 -0.2 -0.2
H -2.427 4.472 -2.696 0.0 0.2 0.0
H -1.462 5.391 -1.463 0.6 -0.2 -0.5
H -0.909 3.425 -3.769 0.4 0.4 -0.4
H 0.410 2.452 -3.152 0.0 -0.1 0.2
H 0.390 5.429 -2.569 0.1 0.1 -0.1
H 1.201 4.754 -3.976 0.1 -0.1 0.0
H 2.783 4.359 -2.427 -0.1 0.2 -0.1
```
Forces are in eV/Å.

=====

Formula: H3N3O
Source: OMol25
Level of theory: ωB97M-V/def2-TZVPD

Energy: -6559.498 eV
Lowest unoccupied orbital energy (alpha / beta): -0.07 / -0.13 eV
HOMO energy (alpha / beta): -8.58 / -8.68 eV
2S+1: 1
Charge: 0
HOMO-LUMO gap (alpha / beta): 8.5 / 8.5 eV

Structure (XYZ):
```
7
Properties=species:S:1:pos:R:3:forces:R:3
N 1.493 -0.981 -0.022 -2.4 1.6 -0.3
N -0.706 0.626 0.075 -0.2 -1.0 0.0
N -0.479 -0.649 -0.045 3.2 -2.3 -0.2
O -1.283 -1.511 -0.013 -1.2 0.2 0.5
H 1.386 -1.960 0.215 -0.4 -0.6 0.0
H 0.266 0.894 -0.120 -0.7 2.0 1.0
H -1.571 0.921 0.601 1.5 0.2 -1.0
```
Forces are in eV/Å.

=====

Formula: C40H36Co2N2O5P
Source: OMol25
Level of theory: ωB97M-V/def2-TZVPD

Energy: -139820.067 eV
Lowest unoccupied orbital energy: 2.49 eV
HOMO energy: -3.24 eV
2S+1: 1
Charge: -1
HOMO-LUMO gap: 5.7 eV

Structure (XYZ):
```
86
Properties=species:S:1:pos:R:3:forces:R:3
O 3.039 3.959 -1.714 -1.0 -0.9 0.7
C 2.217 3.255 -1.304 1.4 1.3 -1.2
Co 1.026 2.106 -0.763 -0.2 5.2 3.3
C 1.287 1.579 0.871 0.6 -1.2 2.5
O 1.487 1.142 1.929 -0.5 0.9 -1.7
C -0.190 3.307 -0.258 -0.7 1.4 -0.1
O -0.755 4.215 0.191 0.5 -1.3 -0.5
C 0.755 1.032 -2.169 -0.8 -2.7 -1.0
C 1.808 0.609 -1.330 0.4 -2.6 -2.8
C 2.613 -0.428 -1.009 -0.5 0.9 -1.1
C 4.046 -0.238 -0.801 1.3 0.6 0.6
C 4.895 0.508 -1.662 -1.0 -0.8 0.1
C 6.276 0.475 -1.482 0.1 0.0 0.4
C 6.811 -0.078 -0.313 -0.2 0.0 0.4
C 5.939 -0.665 0.640 1.3 0.7 -1.3
C 4.622 -0.831 0.307 -0.1 -0.6 1.1
Co -0.914 0.616 -1.330 0.0 0.0 -0.6
C -0.550 -0.570 -0.101 0.5 -1.3 1.3
O -0.296 -1.388 0.692 -0.4 0.7 -0.8
C -1.456 -0.092 -2.815 -0.6 0.4 -0.3
O -1.886 -0.567 -3.785 0.5 0.1 0.6
P -2.770 1.487 -0.765 0.5 -0.3 -0.2
C -3.118 1.785 1.010 -0.4 0.0 0.2
C -4.442 1.992 1.440 0.3 0.0 0.5
C -4.711 2.151 2.804 0.1 0.0 -0.2
C -3.671 2.090 3.742 0.1 0.0 -0.3
C -2.359 1.872 3.310 -0.1 0.0 -0.2
C -2.079 1.713 1.948 -0.2 0.1 0.0
C -3.135 3.075 -1.608 -0.5 0.2 0.2
C -3.692 4.180 -0.949 -0.1 0.1 -0.5
C -4.020 5.329 -1.677 0.2 0.0 -0.1
C -3.741 5.408 -3.044 -0.1 -0.2 0.2
C -3.168 4.314 -3.693 0.1 -0.1 0.2
C -2.857 3.154 -2.981 -0.2 0.3 0.1
C -4.180 0.405 -1.225 -0.5 0.3 0.1
C -5.201 0.826 -2.084 0.0 -0.4 0.1
C -6.201 -0.068 -2.473 0.1 -0.1 0.1
C -6.200 -1.378 -1.994 0.1 0.2 -0.1
C -5.198 -1.793 -1.116 0.1 0.3 0.1
C -4.201 -0.903 -0.717 -0.2 -0.1 -0.2
H 0.872 1.283 -3.227 0.3 -0.4 0.3
H 2.204 -1.444 -1.061 0.3 0.8 -0.9
H 4.433 1.009 -2.506 0.2 0.0 -0.2
H 6.936 0.884 -2.250 -0.2 0.1 0.3
H 7.889 -0.038 -0.143 -0.2 0.0 0.0
H 6.324 -0.962 1.616 0.1 -0.3 -0.1
H 3.694 -1.518 0.997 1.8 1.7 -1.3
H -5.259 2.016 0.711 0.3 0.0 0.3
H -5.737 2.323 3.131 0.3 -0.1 0.0
H -3.886 2.202 4.807 0.1 0.0 -0.3
H -1.543 1.823 4.031 -0.2 0.0 -0.2
H -1.052 1.520 1.609 -0.6 0.1 0.2
H -3.869 4.154 0.127 0.0 0.0 -0.3
H -4.485 6.174 -1.168 0.2 -0.1 -0.1
H -3.965 6.320 -3.603 0.0 -0.3 0.2
H -2.957 4.350 -4.760 0.0 0.1 0.2
H -2.394 2.306 -3.491 -0.1 0.2 0.2
H -5.214 1.847 -2.461 0.0 -0.2 0.1
H -6.977 0.266 -3.160 0.1 -0.1 0.1
H -6.974 -2.075 -2.310 0.1 0.1 0.1
H -5.186 -2.816 -0.744 0.0 0.2 0.0
H -3.430 -1.231 -0.020 -0.1 0.1 -0.2
C 3.270 -3.641 -0.504 0.1 -0.2 -0.6
C 2.702 -4.328 0.716 -0.4 -0.1 -0.4
C 1.371 -4.997 0.398 -0.2 -0.1 -0.4
C 3.664 -5.401 1.224 0.2 0.0 0.0
N 2.454 -3.321 1.748 -0.8 -0.2 1.1
C 2.826 -2.037 1.741 -1.0 -0.9 1.2
N 2.739 -1.607 3.014 -0.5 -1.1 0.2
C 3.193 -0.332 3.529 -0.1 0.6 0.3
C 2.173 -2.611 3.803 -0.1 0.5 0.0
C 1.924 -3.656 2.991 0.6 -0.3 0.2
H 4.199 -3.095 -0.291 -0.3 -0.1 0.0
H 3.479 -4.375 -1.295 0.0 0.0 0.3
H 2.526 -2.954 -0.912 0.3 -0.3 0.1
H 1.005 -5.552 1.268 -0.1 0.0 -0.2
H 0.622 -4.255 0.091 0.2 -0.2 0.1
H 1.531 -5.708 -0.423 -0.2 0.1 0.2
H 3.282 -5.854 2.146 0.2 0.0 -0.1
H 3.729 -6.187 0.458 0.1 0.2 0.2
H 4.667 -4.989 1.395 -0.2 -0.1 0.0
H 3.866 0.158 2.814 -0.3 -0.3 0.1
H 2.334 0.326 3.704 0.4 -0.2 0.0
H 3.710 -0.473 4.486 0.0 -0.2 -0.3
H 2.025 -2.485 4.860 -0.2 0.0 0.0
H 1.453 -4.607 3.189 0.2 0.1 0.1
```
Forces are in eV/Å.

=====

Formula: CH2NO3S
Source: OMol25
Level of theory: ωB97M-V/def2-TZVPD

Energy: -19535.821 eV
Lowest unoccupied orbital energy (alpha / beta): 3.26 / 3.26 eV
HOMO energy (alpha / beta): -3.80 / -3.80 eV
2S+1: 1
Charge: -1
HOMO-LUMO gap (alpha / beta): 7.1 / 7.1 eV

Structure (XYZ):
```
8
Properties=species:S:1:pos:R:3:forces:R:3
C 0.597 0.714 -0.156 -0.4 -2.0 2.6
N -0.280 0.905 0.902 -1.6 -4.8 3.0
O 0.737 1.683 -0.764 1.9 5.3 -5.2
O 1.270 -0.399 -0.286 -0.4 -1.8 -0.4
O -0.847 -1.340 -0.713 -1.9 -1.0 -0.5
S -1.989 -0.489 0.019 3.9 0.9 0.6
H 0.135 0.097 1.558 -1.8 1.9 -1.0
H 0.376 -1.171 -0.560 0.3 1.6 0.9
```
Forces are in eV/Å.

=====

Formula: C18H27ClFeNO4P2
Source: OMol25
Level of theory: ωB97M-V/def2-TZVPD

Energy: -94257.811 eV
Lowest unoccupied orbital energy (alpha / beta): -6.32 / -9.06 eV
HOMO energy (alpha / beta): -13.60 / -13.57 eV
2S+1: 6
Charge: +2
HOMO-LUMO gap (alpha / beta): 7.3 / 4.5 eV

Structure (XYZ):
```
54
Properties=species:S:1:pos:R:3:forces:R:3
Fe 0.037 0.276 -0.602 0.8 0.7 2.2
P 2.116 -0.817 -0.233 0.8 -0.4 -1.1
C 2.356 -0.947 -2.056 0.1 0.3 -0.3
C 1.099 -1.510 -2.687 0.5 0.2 -0.1
N -0.057 -1.029 -2.176 -0.1 -0.8 -0.3
C -1.232 -1.480 -2.659 -0.4 -0.3 -0.5
C -1.284 -2.433 -3.676 0.2 0.5 0.2
C -0.090 -2.908 -4.238 -0.5 0.3 0.2
C 1.113 -2.409 -3.748 0.3 0.0 0.4
C -2.506 -0.900 -2.077 -0.2 -0.3 -0.1
P -2.168 0.677 -1.246 -1.2 0.4 -0.4
H 2.088 -2.712 -4.128 -0.4 -0.1 0.0
H -2.277 -2.716 -4.017 0.4 -0.2 -0.1
H -0.123 -3.634 -5.047 0.1 0.1 0.2
H -3.256 -0.732 -2.865 0.2 -0.3 0.2
H -2.943 -1.572 -1.317 0.2 0.1 -0.3
H 2.479 0.129 -2.389 0.2 -1.5 0.3
H 3.242 -1.555 -2.265 -0.2 0.2 -0.2
H 1.219 2.560 -1.838 1.2 -0.7 -1.2
O 1.817 1.860 -2.293 -1.3 0.9 1.2
H 1.807 2.047 -3.239 -0.1 0.1 0.0
H -0.153 2.712 -0.288 0.1 1.4 -0.8
O -0.020 3.248 -1.125 -0.4 -0.7 1.7
H 0.001 4.173 -0.832 0.1 -0.1 0.0
C -2.457 1.975 -2.489 0.1 0.1 0.0
H -3.507 1.934 -2.829 0.5 0.1 0.1
H -2.201 2.953 -2.048 -0.4 -0.4 -0.3
H -1.770 1.814 -3.336 -0.3 0.0 0.2
C -3.366 0.841 0.089 0.0 0.1 0.2
H -3.104 1.728 0.685 -0.2 -0.3 -0.2
H -4.384 0.932 -0.316 0.3 0.0 0.2
H -3.282 -0.046 0.735 -0.1 0.3 -0.1
C 2.101 -2.496 0.395 -0.2 -0.1 0.4
H 3.116 -2.908 0.405 -0.2 0.1 0.0
H 1.669 -2.463 1.402 0.2 -0.2 -0.1
H 1.448 -3.113 -0.227 0.1 0.0 0.1
C 3.565 0.057 0.389 -0.1 0.3 0.3
H 3.317 0.399 1.404 0.3 -0.1 -0.2
H 4.438 -0.610 0.422 -0.3 0.2 0.0
H 3.772 0.932 -0.242 -0.1 -0.3 0.2
Cl 0.082 1.471 7.946 0.0 0.0 -0.1
C -0.042 1.026 6.294 -0.1 -0.2 -0.9
C -0.340 -0.302 5.944 0.0 0.1 -0.4
C -0.452 -0.662 4.597 0.0 0.3 0.3
C -0.269 0.306 3.598 0.1 0.0 -0.6
C 0.038 1.622 3.943 0.0 0.3 0.7
C 0.142 1.989 5.288 0.0 -0.3 -0.1
C -0.379 -0.060 2.141 -0.4 -1.1 1.8
O -0.709 -1.213 1.803 0.6 1.7 -1.1
O -0.092 0.911 1.290 0.0 -0.4 -1.7
H -0.478 -1.043 6.724 0.0 0.1 -0.1
H -0.683 -1.685 4.305 0.0 0.2 0.2
H 0.192 2.370 3.165 -0.1 -0.2 0.3
H 0.372 3.014 5.559 0.0 -0.1 0.0
```
Forces are in eV/Å.

=====

Formula: C2H7BO3
Source: OMol25
Level of theory: ωB97M-V/def2-TZVPD

Energy: -9007.781 eV
Lowest unoccupied orbital energy: 0.27 eV
HOMO energy: -9.61 eV
SMILES string: OCCB(O)O
2S+1: 1
Charge: 0
HOMO-LUMO gap: 9.9 eV

Structure (XYZ):
```
13
Properties=species:S:1:pos:R:3:forces:R:3
B -1.241 -0.264 0.016 0.9 -2.0 2.2
C 0.214 0.062 0.535 2.2 -1.2 -1.7
C 1.433 0.118 -0.642 -2.3 0.1 1.7
O -1.920 0.680 -0.634 3.5 1.7 0.5
O -1.782 -1.495 0.504 -0.5 1.5 -0.3
O 2.665 0.162 0.017 0.5 -1.4 -0.5
H 0.599 -0.746 1.290 -0.8 2.0 -1.1
H 0.160 1.113 0.841 0.2 -0.3 0.8
H 1.365 -0.855 -1.191 0.2 1.4 -0.2
H 1.355 1.136 -1.133 -0.6 -1.7 -0.5
H -2.755 0.489 -0.876 -4.5 -1.0 -1.4
H -2.702 -1.379 0.809 0.5 -0.3 -0.5
H 2.608 0.979 0.465 0.5 1.3 1.1
```
Forces are in eV/Å.